{
  "formula": "C38H101N7O11",
  "method": "ωB97M-V with the def2-TZVPD basis set",
  "elements": ["C", "C", "C", "O", "H", "H", "H", "H", "H", "H", "H", "H", "C", "C", "C", "O", "H", "H", "H", "H", "H", "H", "H", "H", "C", "O", "C", "C", "N", "C", "C", "O", "C", "H", "H", "H", "H", "H", "H", "H", "H", "H", "H", "H", "H", "H", "H", "H", "C", "O", "C", "C", "N", "C", "C", "O", "C", "H", "H", "H", "H", "H", "H", "H", "H", "H", "H", "H", "H", "H", "H", "H", "C", "C", "C", "O", "C", "N", "H", "H", "H", "H", "H", "H", "H", "H", "H", "H", "H", "C", "C", "C", "O", "C", "N", "H", "H", "H", "H", "H", "H", "H", "H", "H", "H", "H", "C", "C", "C", "O", "C", "N", "H", "H", "H", "H", "H", "H", "H", "H", "H", "H", "H", "C", "C", "C", "O", "C", "N", "H", "H", "H", "H", "H", "H", "H", "H", "H", "H", "H", "C", "C", "C", "O", "C", "N", "H", "H", "H", "H", "H", "H", "H", "H", "H", "H", "H"],
  "positions_angstrom": [[0.49901, 1.93587, 10.62502], [-0.88891, 1.64578, 10.35505], [-1.67262, 1.20901, 11.54766], [-1.41164, 2.76664, 9.66346], [1.13844, 2.04810, 9.74945], [0.87217, 1.13880, 11.26809], [0.63978, 2.81731, 11.25061], [-0.90476, 0.80131, 9.66607], [-1.28976, 1.89443, 12.30378], [-1.36256, 0.21033, 11.85522], [-2.76135, 1.25321, 11.51924], [-2.36190, 2.79317, 9.52965], [-5.15870, -2.87983, 8.62630], [-4.04476, -3.78176, 9.11876], [-3.45216, -3.57322, 10.45843], [-4.33696, -5.13833, 9.04213], [-5.57474, -3.19372, 7.66896], [-4.96254, -1.81803, 8.47731], [-5.95884, -2.93807, 9.36418], [-3.20534, -3.54455, 8.46515], [-2.54519, -4.12048, 10.71536], [-4.09298, -4.05595, 11.19629], [-3.33272, -2.51917, 10.70906], [-4.51058, -5.31557, 8.11474], [-3.47412, 1.26266, 15.89962], [-3.27386, 1.96392, 14.65587], [-4.17798, 3.10031, 14.45051], [-5.63986, 3.00854, 14.85923], [-6.23883, 1.91624, 13.99111], [-6.91530, 2.36812, 12.85104], [-6.09045, 2.43221, 11.52208], [-5.35368, 1.25733, 11.26190], [-5.98575, 0.02909, 11.45394], [-3.16189, 2.04048, 16.59649], [-2.72188, 0.51473, 16.15031], [-4.51175, 0.93654, 15.97078], [-4.09698, 3.24105, 13.37268], [-3.91672, 4.04833, 14.92072], [-6.24449, 3.91446, 14.81647], [-5.78914, 2.67241, 15.88530], [-5.44174, 1.39576, 13.65372], [-7.39574, 3.33753, 12.98340], [-7.77832, 1.70367, 12.80870], [-5.38968, 3.26354, 11.59904], [-6.80788, 2.61329, 10.72170], [-6.79180, -0.02181, 10.72197], [-6.39091, -0.04255, 12.46330], [-5.27722, -0.77943, 11.27401], [-2.68969, -1.66387, 22.69957], [-3.08989, -0.98446, 21.47801], [-2.16998, -1.46476, 20.37171], [-2.57156, -0.98252, 18.97869], [-2.51312, 0.45475, 18.92769], [-1.12280, 0.96853, 18.72397], [-0.94008, 2.41670, 19.25710], [-1.08962, 2.40890, 20.71056], [-0.97788, 3.79284, 21.19606], [-1.75159, -1.26157, 23.08196], [-2.60966, -2.74721, 22.60975], [-3.41164, -1.33338, 23.44633], [-2.20054, -2.54687, 20.49906], [-1.18629, -1.14591, 20.71640], [-3.59461, -1.35773, 19.00499], [-2.14085, -1.49786, 18.12020], [-2.74175, 0.66607, 19.88851], [-0.92545, 0.86216, 17.65728], [-0.30970, 0.33354, 19.07576], [-1.69864, 2.98825, 18.72228], [-0.00990, 2.83085, 18.86804], [-1.91715, 4.26825, 20.91345], [-0.10966, 4.35188, 20.84713], [-0.80412, 3.66966, 22.26505], [-4.93530, 3.83775, 18.59092], [-5.35716, 2.38116, 18.78524], [-5.43013, 2.19067, 20.32666], [-5.99354, 0.92752, 20.69796], [-5.80931, 0.60967, 22.06374], [-6.66477, 2.08142, 18.41253], [-5.61980, 4.44352, 19.18472], [-4.88948, 4.11236, 17.53708], [-4.01756, 3.97319, 19.16320], [-4.61151, 1.65074, 18.47122], [-5.98777, 2.98870, 20.81682], [-4.40738, 2.32274, 20.67972], [-4.81991, 0.24129, 22.33480], [-6.47854, -0.20855, 22.32969], [-6.09534, 1.47018, 22.66857], [-7.31468, 2.62736, 18.95993], [-6.83631, 1.31436, 19.04678], [-8.77781, -1.17359, 14.54984], [-8.23805, -0.77363, 15.91935], [-6.71793, -0.93876, 15.92063], [-6.32228, -2.28816, 15.84957], [-4.89262, -2.58572, 16.06219], [-8.64182, 0.62604, 16.21292], [-8.32081, -2.08945, 14.17508], [-8.42998, -0.43218, 13.83052], [-9.84905, -1.35357, 14.45956], [-8.80629, -1.52519, 16.46739], [-6.28503, -0.57252, 16.85153], [-6.13722, -0.31003, 15.24567], [-4.25256, -1.75666, 15.76041], [-4.46093, -3.56541, 15.85733], [-4.77928, -2.60925, 17.14602], [-8.30930, 1.18898, 15.44311], [-8.36676, 0.92175, 17.13867], [-4.35219, 8.27025, 13.04269], [-3.74493, 7.51233, 14.27363], [-2.50875, 6.61708, 13.92375], [-3.06171, 5.68119, 13.02330], [-2.09599, 5.14375, 12.10455], [-3.37480, 8.52583, 15.22231], [-4.67780, 7.50092, 12.34253], [-3.61761, 8.83767, 12.47128], [-5.21237, 8.89527, 13.28262], [-4.57189, 6.97066, 14.73281], [-2.08943, 6.12861, 14.80333], [-1.74602, 7.20950, 13.41841], [-2.43300, 5.29782, 11.07947], [-2.13709, 4.05531, 12.14573], [-1.05224, 5.45263, 12.16178], [-4.14936, 9.15501, 15.37818], [-2.67743, 8.99200, 14.65976], [-12.43158, 2.17328, 13.44400], [-11.55177, 2.98315, 14.47135], [-11.97198, 4.53312, 14.67138], [-11.53253, 5.51440, 13.86513], [-10.11492, 5.60569, 13.73226], [-11.66970, 2.25108, 15.65634], [-12.80278, 2.84209, 12.66747], [-13.34684, 1.66148, 13.74142], [-11.95454, 1.36270, 12.89309], [-10.49250, 2.96177, 14.21524], [-11.66674, 4.94894, 15.63161], [-13.04898, 4.67400, 14.76253], [-9.75512, 6.46945, 13.17317], [-9.69244, 4.74595, 13.21220], [-9.77051, 5.85942, 14.73481], [-10.91742, 2.57405, 16.24783], [-11.33051, 1.35631, 15.33320], [-5.66214, 1.79620, 7.72606], [-6.25641, 1.32106, 6.43599], [-6.64055, -0.18749, 6.27430], [-7.16120, -0.61471, 5.00392], [-7.17917, -2.08191, 4.89618], [-7.48757, 2.10403, 6.20605], [-4.88493, 1.08915, 8.01612], [-6.44071, 1.78410, 8.48879], [-5.27700, 2.79849, 7.91361], [-5.59060, 1.69188, 5.65671], [-7.19093, -0.48154, 7.16801], [-5.69351, -0.71249, 6.39920], [-6.17735, -2.51138, 4.89332], [-7.67317, -2.30416, 3.95031], [-7.75903, -2.47312, 5.73212], [-7.72910, 2.01978, 5.22898], [-8.19268, 1.63689, 6.75804]],
  "atomic_forces_ev_per_a": [[2.3, 0.2, 1.4], [-2.1, -1.2, -2.4], [0.6, 0.6, 1.4], [0.0, 1.2, 0.0], [-0.2, -0.1, 0.0], [0.4, -0.3, -0.2], [-0.3, 0.4, -0.1], [0.0, -0.2, -0.4], [-0.6, -0.1, 0.8], [-0.1, -0.1, -0.1], [0.1, 0.1, -0.4], [0.0, -0.6, 0.2], [-1.2, 0.0, 0.9], [2.1, 1.0, -1.4], [-0.7, 0.1, 2.2], [-0.6, -0.7, -0.4], [0.1, -0.4, 0.0], [0.7, 0.0, 0.3], [-0.4, 0.0, 0.0], [0.3, -0.2, -0.6], [0.4, 0.2, -1.0], [-0.7, 0.4, 0.3], [0.1, 0.0, 0.0], [-0.1, -0.4, -0.1], [0.8, 2.1, 0.4], [-1.6, 0.3, -0.6], [1.0, -0.6, -0.4], [-1.2, -2.4, 0.6], [2.2, 3.0, 0.4], [-1.9, 0.4, -1.0], [-0.3, -1.2, 0.4], [1.4, 1.3, 0.6], [-0.8, -0.1, -0.5], [-0.9, -0.2, 1.0], [-0.2, -0.4, -1.1], [0.2, -0.2, 0.5], [0.0, 0.3, 0.1], [0.9, 0.0, 0.3], [0.3, 0.1, -0.6], [0.4, -0.1, 0.3], [0.3, -1.4, 0.4], [0.2, 0.2, 0.4], [-0.3, -0.4, -0.9], [0.0, -0.1, -0.1], [-0.2, 0.2, -0.1], [-0.3, -0.5, 0.1], [-0.1, -0.4, 0.0], [0.0, 0.2, 0.0], [-0.3, 1.5, -0.3], [1.3, -1.2, -1.3], [0.2, -0.5, 1.9], [-1.0, -1.0, 1.5], [1.0, 0.7, 0.1], [-0.1, 0.0, -0.1], [-0.8, -1.7, -0.2], [1.0, 1.5, -2.0], [-0.2, -1.7, 0.2], [0.4, -0.1, -0.3], [-0.3, 0.0, -0.1], [-0.3, -0.5, -0.1], [0.1, -0.2, -0.6], [0.3, 0.2, -0.4], [-0.6, 0.6, -0.6], [0.6, 0.1, 0.3], [-0.3, 0.8, 0.3], [-0.1, 0.8, -0.4], [-0.2, -0.3, 1.0], [-0.6, 0.5, 0.5], [0.5, -0.1, 0.6], [0.1, 0.5, 0.4], [0.0, -0.2, -0.6], [-0.6, 0.3, 0.0], [-0.1, -0.9, 0.7], [1.2, 1.0, 3.4], [1.7, -0.1, 0.6], [0.7, 0.4, -0.7], [-0.5, -0.2, 0.5], [-2.8, -1.2, -1.6], [-0.4, 0.3, -0.6], [0.2, 0.4, 0.2], [0.5, 0.1, -0.7], [-0.2, 0.1, -0.6], [-0.4, 0.2, -0.1], [0.3, -0.5, 0.5], [0.3, 0.5, -0.4], [-0.2, 0.1, -0.3], [0.1, 0.1, 0.2], [-0.2, 1.6, -0.4], [-0.3, -1.7, -0.8], [0.7, 0.1, -1.1], [-0.9, 0.1, -1.5], [1.2, -0.9, 2.2], [0.9, -1.5, -1.3], [-1.0, 1.4, 2.1], [-0.1, -2.0, -0.4], [0.2, -0.2, 0.4], [-0.4, 0.4, -0.4], [0.0, 0.5, 0.3], [0.8, 0.4, 1.4], [-0.4, 0.4, 0.7], [-0.5, 0.2, -1.3], [0.0, -0.1, -0.6], [-1.0, 0.0, -1.3], [0.0, 0.3, 0.4], [0.1, 0.6, 0.3], [0.4, 0.4, -0.2], [0.3, -2.0, -0.6], [-0.6, 1.1, -0.6], [-2.2, 0.7, -0.1], [1.4, -0.5, -0.7], [-1.0, -1.1, -0.8], [1.3, -0.2, 0.6], [-0.3, 0.1, -0.2], [0.2, 0.3, 0.3], [0.2, 0.0, 0.3], [0.2, -0.8, -0.1], [0.1, 0.1, 0.2], [0.1, 0.2, 0.1], [0.0, 0.6, -0.1], [0.3, -0.2, 0.5], [-0.2, 0.4, 0.5], [0.1, 0.2, 0.0], [0.3, 1.1, 0.7], [0.0, 1.1, -1.4], [-1.6, 1.5, -2.1], [-0.7, -1.8, 2.4], [1.4, 1.6, -4.1], [-0.7, 0.6, 0.5], [0.3, -0.6, 2.0], [0.2, 0.2, -0.2], [0.1, 0.5, 1.3], [0.8, 0.1, 0.1], [0.2, 0.3, -1.0], [0.5, -1.2, 1.2], [-0.2, -0.6, -0.5], [-0.9, 0.2, -0.4], [0.2, -0.3, 0.5], [0.8, -0.9, 0.3], [0.0, -0.1, 0.8], [-0.2, -0.8, 0.7], [0.0, -1.4, 1.8], [-1.6, 1.4, -2.2], [2.6, -0.1, 0.2], [0.1, -0.2, 1.0], [-0.3, 1.6, 0.2], [0.4, 0.2, 0.2], [0.2, 0.0, 0.4], [-0.2, -0.6, 0.3], [0.1, 0.2, -1.4], [0.2, -0.7, -0.4], [-0.9, -0.1, -0.1], [0.4, -0.4, 0.1], [0.2, 0.2, 0.1], [0.0, 0.0, 0.2], [0.0, -0.2, 0.0], [-0.4, -0.1, 0.0], [-0.6, 0.2, -0.1]],
  "fmax_ev_per_a": 4.646,
  "multiplicity": 2,
  "total_charge": 1,
  "e_homo_ev": [-10.964, -10.964],
  "total_energy_ev": -73977.016,
  "s_squared": 0.755,
  "gap_ev": [8.96, 3.66]
}